{
  "formula": "C6H6N3OP",
  "method": "the ωB97M-V functional and the def2-TZVPD basis",
  "smiles": "c1ccc2n[nH]nc2c1.O=P",
  "spin_multiplicity": 1,
  "charge": 0,
  "e_homo_ha": -0.3212,
  "e_above_lowest_ev": 1.342,
  "lumo_ha": -0.0172,
  "total_energy_ev": -22123.210,
  "fmax_ha_per_bohr": 0.0615,
  "elements": ["C", "C", "C", "C", "C", "C", "N", "N", "N", "O", "P", "H", "H", "H", "H", "H", "H"],
  "coordinates": [[0.25033, 0.86308, 1.84518], [-1.02820, 0.37160, 1.37403], [1.17090, 1.18201, 0.93467], [-1.27942, 0.07143, 0.10038], [0.91953, 0.81757, -0.37501], [-0.26106, 0.15409, -0.81528], [1.76630, 0.92476, -1.42008], [1.01527, 0.47010, -2.41344], [-0.18778, -0.01399, -2.15456], [0.32282, -2.68637, 0.90445], [-0.41340, -2.47702, -0.32004], [0.28077, 0.96418, 2.86238], [-1.78760, 0.28525, 2.11525], [2.16228, 1.52643, 1.04274], [-2.25147, -0.17654, -0.29181], [1.26804, 0.50782, -3.36928], [-1.94731, -2.78442, -0.01958]],
  "nbo_charge": [-0.188, -0.163, -0.178, -0.276, 0.058, 0.032, -0.218, -0.105, -0.229, -1.019, 1.164, 0.218, 0.218, 0.230, 0.240, 0.409, -0.194]
}


{
  "formula": "C6H6N4",
  "method": "the ωB97M-V functional and the def2-TZVPD basis",
  "smiles": "N#CN1Cc2nccn2C1",
  "spin_multiplicity": 1,
  "charge": 0,
  "e_homo_ha": -0.3392,
  "e_above_lowest_ev": 2.224,
  "lumo_ha": 0.0222,
  "total_energy_ev": -12277.537,
  "fmax_ha_per_bohr": 0.0663,
  "elements": ["C", "C", "C", "C", "C", "C", "N", "N", "N", "N", "H", "H", "H", "H", "H", "H"],
  "coordinates": [[0.44175, 0.06050, 2.55887], [-0.40843, 0.51921, -2.48332], [-1.27418, -0.08156, -1.61073], [0.60806, 0.35951, -0.67940], [1.47217, 0.31342, 0.50589], [-0.79960, -0.79318, 0.80010], [0.27824, 0.55982, 3.55835], [0.77950, 0.81940, -1.88214], [-0.52068, -0.35391, -0.49614], [0.69163, -0.52657, 1.41419], [-0.63761, 0.83446, -3.42407], [-2.25854, -0.66588, -1.65551], [2.35344, -0.27471, 0.24858], [1.78760, 1.25767, 0.94490], [-1.49531, -0.21377, 1.45658], [-1.01802, -1.81441, 0.74385]],
  "nbo_charge": [0.390, -0.069, -0.111, 0.344, -0.255, 0.007, -0.369, -0.432, -0.371, -0.439, 0.204, 0.223, 0.227, 0.237, 0.212, 0.204]
}